Molecular formula: C36H95ClMnN17O11
Method: DFT, ωB97M-V with the def2-TZVPD basis set

Structure (XYZ):
```
161
Properties=species:S:1:pos:R:3
Mn 8.54875 13.80132 14.85259
Cl 9.96169 14.03912 16.82055
C 10.49378 14.15283 12.22808
O 9.88743 13.68644 11.20783
N 10.61772 13.31282 13.39987
N 10.98310 15.40510 12.29917
H 11.25754 13.60577 14.11819
H 10.34803 12.34850 13.22108
H 11.01687 15.96967 11.43085
H 11.67506 15.68182 12.98194
C 6.18464 14.92563 17.04254
O 6.58858 14.14996 16.09334
N 6.94726 15.25296 18.05502
N 4.93333 15.41593 16.93963
H 7.84312 14.79238 17.92819
H 6.66858 15.82502 18.87026
H 4.43364 15.00138 16.23818
H 4.50176 16.13215 17.44672
C 13.45689 15.05340 15.25259
O 12.57713 15.74026 14.77276
N 14.42338 14.45431 14.49734
N 13.56368 14.75746 16.57568
H 15.01518 13.78311 14.89284
H 14.50045 14.49572 13.51790
H 12.77893 14.89872 17.23824
H 14.05300 13.87339 16.79763
C 8.82077 16.87529 14.98374
O 8.58122 15.84150 14.24846
N 10.10240 17.22929 15.25797
N 7.78269 17.66268 15.39857
H 10.15239 17.83554 16.07458
H 10.71280 16.45698 15.20955
H 7.91753 18.38036 16.10970
H 6.78212 17.51651 15.07682
C 8.42999 10.73052 15.66442
O 8.23133 11.60560 14.83000
N 9.44215 9.89676 15.60004
N 7.52813 10.62403 16.67276
H 10.13004 10.02258 14.86828
H 9.44149 9.08408 16.12170
H 7.77546 10.19468 17.51196
H 6.99321 11.46199 16.73879
C 10.85937 9.94531 12.05842
O 11.02751 10.54272 13.11943
N 10.83446 8.61395 11.97531
N 10.59536 10.61734 10.92070
H 11.22542 8.19130 12.90071
H 10.68680 8.10283 11.09779
H 10.36730 11.64177 10.98135
H 10.43269 10.10954 10.05266
C 14.69332 11.08488 20.57320
C 13.67353 10.02813 21.17491
C 13.05989 10.61034 22.43132
C 12.03824 11.68281 22.08207
C 10.91355 11.02499 21.28395
C 11.41024 10.49285 19.93919
N 12.52832 9.55495 20.34585
O 13.14563 9.14551 19.07254
C 10.34528 9.50804 19.30023
C 11.73167 11.60689 18.84159
C 14.48037 8.70497 21.46458
H 15.04757 10.67403 19.64472
H 15.49535 11.00485 21.35860
H 14.28562 12.09121 20.47478
H 12.55305 9.89624 23.02637
H 13.91639 10.94471 23.10360
H 12.39396 12.56764 21.52919
H 11.58598 12.20499 22.95739
H 10.20002 11.79394 21.01467
H 10.52079 10.16799 21.77114
H 10.62037 9.07051 18.31519
H 10.12832 8.73004 19.93882
H 9.37125 9.99091 19.12607
H 10.76312 11.84023 18.35996
H 12.14613 12.47683 19.30397
H 12.37324 11.25832 18.03749
H 13.83353 7.99956 22.01848
H 15.27640 9.08156 22.11289
H 14.88252 8.19941 20.52498
H 13.31278 8.19485 19.25759
C 11.50732 18.41522 19.49121
C 12.47657 17.69111 20.43599
C 13.79139 17.47258 19.61997
C 14.97652 17.06308 20.52393
C 15.14638 18.18801 21.53248
C 13.93921 18.44323 22.47399
N 12.71576 18.65065 21.59994
O 11.49071 18.72870 22.31797
C 13.91276 17.37260 23.62349
C 14.11086 19.85108 23.10055
C 11.94887 16.28187 20.79236
H 11.92656 19.33754 19.08344
H 10.59671 18.61868 20.07504
H 11.37680 17.73517 18.65928
H 13.60893 16.70289 18.83776
H 14.09406 18.41462 19.17819
H 15.90643 16.99238 19.93926
H 14.84384 16.06441 20.93020
H 15.38220 19.14861 21.07551
H 16.02371 17.98930 22.13856
H 14.45887 17.77347 24.50781
H 12.85356 17.32890 23.84946
H 14.32013 16.42515 23.25641
H 14.32655 20.59447 22.27032
H 13.34545 20.13479 23.79408
H 15.17698 19.78458 23.49230
H 12.45717 15.55517 20.10544
H 10.86269 16.18622 20.63174
H 12.11923 15.89705 21.81851
H 11.30642 17.91615 22.85935
C 14.60258 10.98375 14.58595
C 14.30784 10.03452 15.75534
C 14.58122 8.53262 15.31995
O 13.48749 8.12203 14.54426
C 13.94718 7.08629 13.63010
N 15.08476 10.37130 16.93721
H 15.67187 11.16954 14.68398
H 13.96078 11.86883 14.51993
H 14.42845 10.51750 13.58204
H 13.23846 10.01933 15.94919
H 14.79435 7.75559 16.09699
H 15.48210 8.51301 14.66621
H 14.83799 7.48921 13.18220
H 13.19236 6.87464 12.91773
H 14.17598 6.18785 14.23802
H 14.82239 11.33258 17.09513
H 14.75824 9.80662 17.74748
C 14.60805 12.12041 10.13085
C 14.75460 12.80494 11.52734
C 16.22866 12.80162 11.72953
O 16.69412 13.52683 12.91100
C 18.02002 13.21820 13.39358
N 14.17280 14.15229 11.57494
H 13.60993 11.73927 9.94910
H 15.30633 11.30602 10.02179
H 14.85333 12.82653 9.33544
H 14.44165 12.14567 12.33142
H 16.81979 13.25005 10.87087
H 16.43769 11.71036 11.88848
H 18.17552 12.13788 13.46203
H 18.20227 13.77912 14.30455
H 18.73944 13.56838 12.67648
H 13.19376 14.05976 11.39748
H 14.48288 14.81412 10.80397
C 5.36112 12.67179 13.60911
C 6.58293 12.43869 12.73424
C 6.22233 12.30907 11.24928
O 5.79628 10.98230 11.02311
C 5.17741 10.93353 9.80666
N 7.52188 13.55070 12.92771
H 4.50668 12.02263 13.31595
H 5.05765 13.70591 13.54063
H 5.57331 12.45296 14.69265
H 7.04460 11.50961 13.00147
H 7.08212 12.51545 10.67203
H 5.47083 13.02912 10.86920
H 4.09571 11.37301 9.83053
H 5.11754 9.86636 9.47449
H 5.68270 11.46680 9.05409
H 7.00353 14.38778 12.65292
H 8.36853 13.47891 12.31752
```

Calculated values
**Charge**: +1
**Electronic energy**: -130570.17844 eV
**Multiplicity**: 6
**Frontier orbital gap (spin up / spin down)**: 8.4 / 8.4 eV

Here are the Mulliken charges for atoms 1 to 99, given in e: Mn 1.5733; Cl -0.5327; C -0.2255; O -0.7886; N 1.7098; N 0.0833; H -0.4185; H -0.6392; H 0.3105; H 0.1958; C 0.4676; O -0.4577; N -0.2358; N -0.4296; H -0.0892; H 0.1943; H 0.1984; H 0.1543; C 0.5043; O -0.7689; N -0.1241; N -0.2248; H 0.0191; H 0.2373; H 0.0524; H 0.1553; C 0.3392; O -0.5230; N -0.2199; N -0.4047; H 0.2582; H 0.1090; H 0.1706; H 0.2514; C 0.2144; O 0.3046; N -0.0580; N -0.5297; H -0.1126; H 0.2244; H 0.2561; H 0.2026; C 0.4841; O -0.6513; N -0.4795; N -0.2950; H 0.2039; H 0.1942; H 0.0401; H 0.1769; C -1.1890; C 1.2015; C -1.1966; C 0.0724; C -1.4957; C 1.4903; N -0.1614; O -0.2078; C -1.6645; C -0.1436; C -1.6404; H 0.3367; H 0.4776; H 0.0689; H 0.3790; H 0.4298; H -0.1088; H 0.3323; H 0.4227; H 0.3782; H 0.1145; H 0.6307; H 0.2405; H 0.0993; H -0.1200; H -0.1610; H 0.3938; H 0.4523; H 0.2719; H 0.2555; C -1.7459; C 1.8215; C -1.0881; C -0.4539; C -1.4902; C 1.4411; N 0.1237; O -0.4732; C -1.3267; C -1.6787; C -1.2077; H 0.3978; H 0.4337; H 0.2653; H -0.0326; H 0.5144; H 0.4064; H 0.1922; H 0.4407